(1)
Formula: C15H28ClN2OPt
Source: the OMol25 dataset
Level of theory: the ωB97M-V functional and the def2-TZVPD basis

```
48
Properties=species:S:1:pos:R:3:forces:R:3:nbo_charge:R:1
Pt 0.5140 -1.2520 -0.1420 -0.06 -0.32 0.03 0.9387
N 0.7270 -1.7368 1.8432 -0.06 -0.10 -0.03 -0.7714
C -0.1874 -2.8155 2.4015 0.10 0.01 0.02 -0.2201
C 0.0619 -4.1509 1.7235 0.03 0.05 -0.03 -0.4439
C -0.3565 -4.1995 0.2422 -0.01 0.24 0.02 -0.4306
C 0.8242 -4.2011 -0.7052 -0.02 -0.02 0.06 -0.2268
N 1.6091 -2.9097 -0.5541 -0.10 -0.11 0.00 -0.6968
H 1.6825 -2.0249 2.0596 0.02 0.08 0.02 0.4085
H 0.5948 -0.8948 2.4047 0.00 -0.01 0.01 0.4181
H -1.2170 -2.4794 2.2844 0.01 0.02 -0.06 0.2237
H 0.0332 -2.8799 3.4674 -0.05 -0.01 0.01 0.2447
H -0.4637 -4.9228 2.2839 -0.05 0.08 0.06 0.2854
H 1.1259 -4.3939 1.8434 -0.03 -0.13 -0.02 0.2064
H -0.9524 -3.3081 0.0041 -0.17 -0.12 -0.01 0.1978
H -1.0118 -5.0423 0.0295 0.19 -0.16 0.02 0.2814
H 0.5278 -4.3097 -1.7450 -0.02 0.10 0.00 0.2361
H 1.5262 -5.0038 -0.4702 -0.01 -0.03 -0.07 0.2484
H 2.1715 -2.7351 -1.3875 0.01 -0.05 -0.01 0.4371
H 2.2740 -3.0458 0.2057 0.10 0.07 -0.07 0.4159
C 1.6680 -1.5198 -3.7506 -0.01 -0.02 -0.01 -0.6646
C 0.2563 -1.5734 -3.2153 -0.14 -0.02 0.02 -0.0651
O 0.0323 -0.6806 -2.0595 0.56 0.05 -0.16 -0.5704
C 0.2273 0.7486 -2.3890 -0.17 0.05 0.05 -0.0812
C 1.4957 1.3267 -1.7988 0.08 -0.12 0.00 -0.6520
H 1.8182 -2.3629 -4.4263 -0.01 0.01 -0.02 0.2756
H 2.4276 -1.5745 -2.9661 0.01 0.00 0.00 0.1893
H 1.8604 -0.6154 -4.3256 0.01 0.01 0.02 0.2502
H -0.0369 -2.5568 -2.8556 0.01 0.00 0.01 0.1948
H -0.4728 -1.2706 -3.9655 -0.01 -0.03 0.00 0.2352
H -0.6684 1.2487 -2.0220 0.00 -0.04 0.05 0.2050
H 0.2174 0.8128 -3.4742 -0.03 0.05 0.00 0.2321
H 1.7171 0.9077 -0.8079 -0.08 0.09 0.05 0.1878
H 1.3851 2.4039 -1.6806 0.04 0.01 -0.08 0.2582
H 2.3687 1.1339 -2.4196 0.00 0.00 0.00 0.2528
Cl -3.9716 3.0921 1.1739 0.00 0.00 0.01 0.1611
C -2.8068 4.2416 1.6099 0.01 0.00 0.01 0.1102
C -3.1874 5.5358 1.8523 0.00 0.00 0.01 -0.2743
C -2.2157 6.4792 2.1907 0.00 0.00 0.02 0.0719
C -0.8475 6.1582 2.3410 -0.01 0.00 0.01 -0.2415
C -0.4483 4.8829 2.1205 0.00 -0.01 -0.01 -0.0336
C -1.4012 3.8582 1.7308 0.00 0.02 -0.02 -0.1778
C -0.9771 2.5986 1.5013 -0.17 0.34 0.20 -0.1128
H -4.2282 5.8212 1.7854 0.01 0.01 -0.05 0.2814
H -2.5307 7.5051 2.3468 -0.01 -0.01 0.04 0.2671
H -0.1448 6.9255 2.6335 0.00 0.00 -0.03 0.2752
H 0.5910 4.5985 2.2271 0.00 0.00 0.00 0.2421
H -1.6818 1.8255 1.2207 0.03 -0.01 -0.02 0.2194
H 0.0705 2.3553 1.6334 0.01 0.02 -0.05 0.2112
```
Forces are in eV/Å.

## Properties
highest occupied orbital energy: -18.26 eV
lowest unoccupied orbital energy: -11.42 eV
charge: +3
DFT total energy: -36776.796 eV
ΔE to the lowest compared entry with this formula, charge and spin: 0.0970 eV
frontier orbital gap: 6.8 eV

=====

(2)
Formula: C15H28F9MnN4O13S3
Source: the OMol25 dataset
Level of theory: the ωB97M-V functional and the def2-TZVPD basis

```
73
Properties=species:S:1:pos:R:3:forces:R:3:mulliken_spin:R:1
Mn 23.5596 -34.5033 16.2735 -0.86 0.23 0.90 4.9322
C 19.1772 -35.9199 15.7600 2.29 0.91 0.00 0.0057
F 19.1445 -35.2512 14.5541 0.39 -1.15 0.99 0.0000
F 17.9654 -36.2221 16.0757 -1.17 -0.41 0.33 -0.0001
F 19.9008 -37.1220 15.6374 -0.99 2.03 -0.21 -0.0003
S 20.0087 -34.7387 17.1034 2.45 0.88 0.34 0.0000
O 21.4527 -34.6748 16.6053 -3.27 -0.26 0.31 0.0115
O 19.3626 -33.4252 17.0556 0.23 -1.77 -0.61 0.0072
O 19.9156 -35.4421 18.3718 -0.54 0.11 -1.50 0.0134
C 22.8321 -32.2564 20.2723 -0.21 -2.17 0.77 0.0062
F 22.6100 -32.2736 21.5962 0.25 0.37 -0.15 0.0000
F 21.7324 -31.7965 19.7034 0.37 0.36 -0.52 0.0007
F 23.9068 -31.5375 20.0076 0.04 1.01 -0.22 0.0012
S 23.2370 -34.0352 19.8127 3.47 -0.34 -1.65 -0.0106
O 24.4840 -34.3113 20.5816 -2.59 0.72 -1.28 0.0522
O 22.0504 -34.7534 20.1327 -1.18 -1.03 1.04 0.1904
O 23.4452 -34.1020 18.3298 0.29 0.97 2.62 0.0428
C 24.2960 -38.7304 18.3964 -0.45 0.95 -0.65 -0.0098
F 23.9840 -39.6041 19.3561 -0.31 -0.65 -1.36 0.0002
F 25.1352 -37.9289 18.9304 1.46 2.55 1.75 -0.0010
F 25.0535 -39.1990 17.3441 -2.01 -1.02 0.37 -0.0009
S 22.7244 -37.6393 17.8260 1.67 1.07 -0.84 -0.0739
O 21.9944 -37.1912 19.0898 1.56 -0.42 -1.89 0.5066
O 23.3437 -36.5741 16.9737 -0.73 -2.32 2.54 0.0381
O 21.9697 -38.5544 17.0341 -0.71 -0.54 0.24 0.1351
C 25.3513 -33.4519 13.9030 0.62 -1.58 0.96 0.0280
O 25.0337 -33.8469 15.0518 1.55 1.53 -2.56 -0.0040
N 26.4795 -32.7806 13.6428 0.71 1.17 0.21 0.0049
C 27.1329 -32.5393 12.3265 -1.44 -0.53 0.47 -0.0005
C 27.4207 -32.4400 14.6937 0.58 -1.16 1.61 0.0006
H 24.8713 -33.8138 12.9806 -0.50 0.27 0.31 0.0013
H 27.1243 -31.4696 12.1170 0.23 -0.08 -0.02 0.0002
H 26.5764 -33.0606 11.5476 0.02 0.05 -0.03 -0.0001
H 28.1426 -32.9466 12.3799 -0.03 0.15 -0.09 0.0003
H 28.0449 -33.3224 14.8340 0.86 0.00 -0.61 0.0003
H 28.0283 -31.5501 14.5295 -0.26 -0.13 -0.45 0.0001
H 27.1053 -32.4376 15.7370 -1.32 0.60 -0.31 -0.0002
C 23.3189 -31.1264 16.6941 -0.65 -1.31 -0.01 0.0090
O 23.2826 -32.2508 16.2127 0.21 0.25 -0.40 0.0461
N 22.6640 -30.0833 16.1935 0.06 1.97 1.55 0.0010
C 22.6187 -28.8475 16.9465 0.95 -0.29 0.98 0.0001
C 21.9576 -29.9672 14.9896 -2.12 -1.46 -1.77 0.0004
H 23.8293 -30.9285 17.6494 0.01 0.11 -0.22 -0.0014
H 23.0628 -28.1136 16.2741 -0.63 0.72 0.47 -0.0001
H 23.2093 -28.9050 17.8608 0.71 -0.21 -0.26 0.0000
H 21.6608 -28.6683 17.4348 -0.52 0.41 -1.04 0.0001
H 22.1092 -29.0923 14.3574 1.66 -0.21 -0.19 0.0000
H 21.9216 -30.9524 14.5247 0.66 0.26 -0.67 -0.0005
H 20.8856 -29.7749 15.0342 -0.52 -0.28 1.46 0.0000
C 27.1359 -35.5388 17.3938 -2.99 1.24 -1.97 0.0085
O 25.9601 -35.1005 17.3611 1.71 -1.27 0.04 0.0030
N 27.9136 -35.5207 18.4241 4.06 -0.57 2.12 0.0005
C 29.4639 -35.5594 18.2166 -1.95 -0.07 1.68 0.0002
C 27.4277 -35.2870 19.7919 -0.05 0.56 -0.70 0.0001
H 27.6455 -35.9421 16.5051 -0.19 0.12 -0.31 0.0004
H 29.9605 -34.6778 18.6218 -0.63 1.12 -1.01 0.0000
H 29.7084 -35.8109 17.1846 0.06 0.04 0.36 0.0000
H 29.9268 -36.1679 18.9934 -0.43 -1.39 -0.53 0.0000
H 27.9640 -35.9121 20.5059 0.19 0.13 -0.14 0.0000
H 27.5689 -34.2215 19.9730 -0.05 -0.04 0.59 0.0001
H 26.3615 -35.4998 19.8700 0.11 0.07 -0.25 -0.0003
C 22.4932 -36.4187 13.9581 0.38 2.69 1.49 0.0221
O 22.8938 -35.2821 14.4151 -0.81 -3.40 -2.42 0.0061
N 23.1597 -37.5568 13.9452 0.44 -0.04 0.84 0.0050
C 22.3929 -38.7650 13.7835 0.59 -1.67 -1.68 -0.0017
C 24.5952 -37.7036 14.2416 -0.83 0.01 -0.16 0.0111
H 21.4915 -36.5955 13.5369 0.00 0.79 0.33 -0.0004
H 22.7816 -39.2775 12.9035 -0.26 0.20 -0.83 0.0003
H 21.3203 -38.6254 13.6490 0.25 0.23 0.32 0.0000
H 22.6095 -39.5962 14.4546 -0.21 0.81 1.20 0.0013
H 25.1542 -37.7178 13.3059 0.04 0.09 -0.09 0.0005
H 24.9280 -36.8746 14.8662 0.02 -0.26 0.10 0.0098
H 24.7044 -38.6858 14.7014 0.27 0.30 0.33 0.0012
```
Forces are in eV/Å.

## Properties
highest occupied orbital energy (alpha / beta): -8.68 / -8.62 eV
lowest unoccupied orbital energy (alpha / beta): -0.10 / -4.56 eV
charge: 0
spin multiplicity: 7
DFT total energy: -136866.482 eV
frontier orbital gap (alpha / beta): 8.6 / 4.1 eV

=====

(3)
Formula: C15H28N2O22S5
Source: the OMol25 dataset
Level of theory: the ωB97M-V functional and the def2-TZVPD basis

```
72
Properties=species:S:1:pos:R:3:forces:R:3:mulliken_charge:R:1
C -0.3387 0.9182 1.4842 0.83 0.74 2.13 -0.2111
N 0.3705 0.3051 0.3633 -3.05 -0.66 -2.20 0.9004
O -0.2517 0.4076 -0.7131 1.45 0.14 0.87 -0.2764
O 1.3303 -0.4033 0.5180 0.67 0.31 0.35 -0.6143
H 0.1310 0.5047 2.3767 -0.18 -0.01 0.05 0.0064
H -1.4183 0.7753 1.5288 0.15 -0.48 -0.69 0.0104
H -0.1449 1.9906 1.5094 0.13 -0.03 -0.40 0.1886
O 5.3482 1.1324 -4.2541 -1.31 -2.34 2.08 -0.5560
S 4.8562 0.0114 -3.4198 0.73 0.72 -1.60 1.0917
O 5.7176 -1.1697 -3.3224 -2.25 2.41 0.37 -0.5337
O 4.3413 0.5658 -1.9645 0.96 -0.43 -0.95 -0.3729
C 2.9956 1.0551 -2.0856 -0.24 0.88 -0.22 0.1758
C 2.3353 0.0298 -2.9879 0.31 -1.34 1.77 0.0527
O 3.3319 -0.3806 -3.9139 1.99 0.55 -1.01 -0.4041
H 2.6099 1.2120 -1.0782 -0.07 -0.81 -0.17 0.1838
H 2.9487 2.0608 -2.5034 0.51 0.04 -0.45 -0.2530
H 1.3814 0.2600 -3.4626 0.39 0.21 -0.08 0.3885
H 2.2802 -0.8683 -2.3728 -1.03 0.00 0.24 0.1220
O -2.7143 -2.0834 -3.6476 -1.17 0.76 1.92 -0.5893
S -3.5665 -1.6190 -2.5651 -0.78 1.62 -0.70 1.3520
O -4.4047 -2.5589 -1.8265 1.98 2.25 -1.08 -0.5205
O -2.7247 -0.5042 -1.6347 -0.02 -1.27 -0.24 -0.2546
C -2.9565 0.9049 -1.9275 -0.22 -0.82 -0.71 -0.1257
C -3.9950 0.8991 -3.0886 0.60 -0.03 0.69 -0.3401
O -4.5695 -0.3989 -3.1002 -0.18 -1.29 0.23 -0.4192
H -3.2725 1.3924 -1.0053 -0.48 -0.33 -0.02 0.3000
H -2.0504 1.4349 -2.2210 0.26 -0.60 -0.11 0.0717
H -3.5802 1.0910 -4.0782 0.29 0.09 0.17 0.3051
H -4.7270 1.6699 -2.8476 -0.44 -0.42 -0.27 0.3027
O 1.4045 5.5721 -0.0762 0.99 -2.85 -1.76 -0.5851
S 1.8498 4.3614 -0.7909 1.63 2.23 0.24 0.9592
O 1.4571 3.0630 -0.3043 0.33 1.51 -0.97 -0.2743
O 1.6527 4.5301 -2.4001 -1.83 -0.71 0.58 -0.3129
C 2.5910 5.4802 -2.8587 1.14 1.31 -0.17 -0.4575
C 3.8894 4.9356 -2.2885 -0.36 -0.26 -0.39 -0.1866
O 3.5155 4.3880 -1.0179 -1.29 -0.02 1.59 -0.3652
H 2.6841 5.6436 -3.9324 -0.58 -1.13 -0.20 0.3514
H 2.3160 6.4869 -2.5439 0.06 -0.07 0.75 0.3409
H 4.7063 5.6560 -2.2448 -0.22 0.04 0.52 0.3599
H 4.2150 4.0877 -2.8910 0.09 0.00 -0.11 0.1908
O -0.3285 -2.2323 3.7874 0.65 1.24 2.38 -0.3025
S -0.0647 -1.6327 5.0980 0.91 -0.25 0.07 0.9982
O -1.2226 -1.2358 5.9202 3.18 -0.87 -1.65 -0.6096
O 1.0845 -2.5550 5.8896 -1.89 -0.28 0.31 -0.3627
C 2.4332 -2.1510 5.6788 0.84 -0.10 -0.56 -0.2850
C 2.3393 -0.9096 4.8233 0.68 0.12 -1.05 -0.1752
O 1.0446 -0.4212 5.0231 -2.88 0.61 -0.18 -0.3356
H 3.0481 -1.9501 6.5561 -1.00 -0.02 0.75 0.2781
H 2.9920 -2.9433 5.1805 -0.40 -0.13 -0.30 0.2769
H 2.4736 -1.1229 3.7628 0.04 -0.12 -0.08 0.1196
H 3.0278 -0.1069 5.0875 -0.10 -0.15 0.20 0.3714
O -1.1193 -6.1286 -0.3377 0.28 1.35 -2.24 -0.5552
S -1.2008 -5.1624 -1.4294 -0.80 1.39 0.06 1.1020
O -1.7682 -5.4595 -2.7440 1.47 0.28 2.96 -0.5197
O -1.9892 -3.8494 -0.8308 -1.25 -0.67 -0.38 -0.2518
C -1.1661 -3.0647 -0.0019 1.10 -0.18 0.34 0.5998
C 0.1664 -3.1207 -0.7317 0.66 -0.05 -0.32 0.0226
O 0.1636 -4.2596 -1.6033 -0.80 -2.03 -0.10 -0.4200
H -1.4406 -2.0138 0.0895 -0.78 -0.16 -0.51 -0.4088
H -1.1118 -3.4365 1.0213 -0.03 -0.46 -0.06 0.0426
H 1.0219 -3.2384 -0.0666 -0.03 0.38 -0.08 0.2844
H 0.2421 -2.2856 -1.4282 0.29 0.20 0.34 0.0738
C -3.9732 -0.8760 1.4429 0.95 -1.83 -0.20 0.2883
C -4.6369 0.2618 1.8682 -0.15 1.61 0.52 -0.9617
C -4.1758 0.5844 3.1425 0.22 -0.68 -0.44 -0.5003
N -3.2856 -0.4032 3.4958 0.06 -0.81 -0.50 0.2110
C -3.1917 -1.3486 2.4738 0.16 1.44 0.37 -1.1553
H -3.9483 -1.3511 0.4733 -0.56 0.06 0.04 0.6703
H -5.3315 0.8234 1.2612 -0.02 0.11 0.22 0.4536
H -4.3690 1.4077 3.8141 -0.15 -0.12 -0.14 0.4066
H -2.7549 -0.4780 4.3518 -0.32 0.11 0.03 0.1880
H -2.5031 -2.1793 2.5208 -0.17 0.14 0.16 0.4542
```
Forces are in eV/Å.

## Properties
highest occupied orbital energy: -8.42 eV
lowest unoccupied orbital energy: -0.59 eV
charge: 0
DFT total energy: -118200.065 eV
ΔE to the lowest compared entry with this formula, charge and spin: 3.2606 eV
frontier orbital gap: 7.8 eV